[1]
{"formula": "C2H4N2OS", "method": "ωB97M-V with the def2-TZVPD basis set", "elements": ["N", "N", "C", "C", "O", "S", "H", "H", "H", "H"], "positions_angstrom": [[1.80916, 0.39954, 0.02484], [1.15553, -0.70313, 0.01111], [-0.14961, -0.62376, 0.08240], [-0.97852, 0.50526, -0.04486], [-0.47640, 1.65824, 0.09789], [-2.72529, 0.06885, -0.03146], [2.89836, 0.37612, -0.27032], [1.23647, 1.23489, -0.19989], [-0.50298, -1.66884, -0.10171], [-2.26672, -1.24717, 0.43199]], "forces_ev_per_a": [[3.838, 1.689, -1.444], [-0.261, 0.070, 0.393], [1.057, -4.043, -1.452], [0.772, 2.943, 1.866], [-1.835, -1.989, -1.147], [1.261, -1.724, 0.660], [-3.704, -0.208, 1.027], [0.680, -0.060, 0.454], [-0.378, 1.164, 0.500], [-1.431, 2.157, -0.857]], "homo_ev": -9.24, "charge": 0, "smiles": "N/N=C\\C(=O)S", "lumo_ev": -0.13, "e_tot_ev": -17999.481}

[2]
{"formula": "C40H40ClF6O2PS", "method": "ωB97M-V with the def2-TZVPD basis set", "elements": ["C", "C", "Cl", "C", "P", "S", "C", "O", "O", "H", "H", "H", "H", "H", "H", "H", "H", "H", "H", "F", "C", "C", "C", "C", "C", "C", "H", "H", "H", "H", "H", "F", "C", "C", "C", "C", "C", "C", "H", "H", "H", "H", "H", "F", "C", "C", "C", "C", "C", "C", "H", "H", "H", "H", "H", "F", "C", "C", "C", "C", "C", "C", "H", "H", "H", "H", "H", "F", "C", "C", "C", "C", "C", "C", "H", "H", "H", "H", "H", "F", "C", "C", "C", "C", "C", "C", "H", "H", "H", "H", "H"], "positions_angstrom": [[2.59275, 2.65244, -0.36199], [1.86665, 3.80484, 0.32798], [3.02647, 4.78845, 1.30077], [1.20947, 4.74070, -0.67662], [-0.32720, 4.13939, -1.51046], [-1.33328, 3.28216, 0.19095], [-3.05392, 3.17033, -0.24531], [-0.85656, 1.94615, 0.44448], [-1.22590, 4.25108, 1.24898], [3.66072, 2.82890, -0.41080], [2.43401, 1.73019, 0.19225], [2.16973, 2.50279, -1.34699], [1.15777, 3.41348, 1.03899], [1.89593, 4.92935, -1.50113], [0.94569, 5.68700, -0.21639], [0.16104, 2.96912, -2.12409], [-3.37711, 2.20109, 0.12014], [-3.56948, 3.94252, 0.31229], [-3.22475, 3.23941, -1.31310], [2.20226, 1.03029, -2.96828], [1.42428, -0.06618, -3.11661], [0.23132, 0.04186, -3.80031], [-0.56288, -1.08892, -3.92360], [-0.16086, -2.29222, -3.36027], [1.04245, -2.36754, -2.67153], [1.85051, -1.24731, -2.55066], [-0.06692, 0.99199, -4.22370], [-1.50071, -1.02664, -4.45883], [-0.78726, -3.16883, -3.45501], [1.35506, -3.30138, -2.22328], [2.79022, -1.28039, -2.02088], [-3.21526, 1.82263, -3.49149], [-4.56328, 1.72585, -3.56427], [-5.22040, 2.31781, -4.62296], [-6.60221, 2.21490, -4.68722], [-7.30368, 1.53387, -3.70176], [-6.61808, 0.95036, -2.64562], [-5.23571, 1.04204, -2.57253], [-4.65539, 2.84652, -5.37880], [-7.13342, 2.66800, -5.51325], [-8.37953, 1.45856, -3.76065], [-7.15962, 0.42042, -1.87361], [-4.68181, 0.58691, -1.76186], [3.68539, -1.70956, 0.02270], [3.14299, -1.49853, 1.24653], [3.76279, -0.61022, 2.09934], [3.20237, -0.38938, 3.34864], [2.04327, -1.05508, 3.72155], [1.44056, -1.94336, 2.84197], [1.98923, -2.17078, 1.58854], [4.66703, -0.10387, 1.78721], [3.67273, 0.30678, 4.02958], [1.60876, -0.87930, 4.69595], [0.53668, -2.46228, 3.13026], [1.53138, -2.85137, 0.88343], [8.80757, -1.65055, 4.37307], [8.64273, -1.67688, 3.03217], [7.38185, -1.91828, 2.52725], [7.21474, -1.94674, 1.15069], [8.29803, -1.74007, 0.30795], [9.55625, -1.50385, 0.84422], [9.73754, -1.46918, 2.21935], [6.55183, -2.08198, 3.20274], [6.23165, -2.12997, 0.73670], [8.16105, -1.76325, -0.76453], [10.40331, -1.34554, 0.19058], [10.70753, -1.28209, 2.65955], [-10.52339, 1.09243, -4.51835], [-11.56555, 1.64585, -3.85768], [-11.30904, 2.46848, -2.78017], [-12.38273, 3.03398, -2.10855], [-13.68237, 2.76890, -2.51608], [-13.91090, 1.93618, -3.60238], [-12.84647, 1.36762, -4.28603], [-10.28809, 2.65965, -2.47733], [-12.20134, 3.68490, -1.26415], [-14.51570, 3.21118, -1.98766], [-14.92276, 1.72579, -3.92089], [-13.00031, 0.71940, -5.13787], [4.77171, -7.26480, 6.82591], [5.59672, -6.23147, 6.55610], [5.74189, -5.23185, 7.49620], [6.59263, -4.17324, 7.21324], [7.27720, -4.12538, 6.00657], [7.10993, -5.14332, 5.07799], [6.26555, -6.21017, 5.34956], [5.19551, -5.28763, 8.42794], [6.72069, -3.38209, 7.93969], [7.93618, -3.29827, 5.78879], [7.63833, -5.10665, 4.13428], [6.12399, -7.01618, 4.64239]], "forces_ev_per_a": [[-0.287, -0.090, 0.495], [0.395, -0.077, -0.378], [0.047, -0.020, 0.123], [-0.380, -0.285, 0.200], [-0.037, 0.743, -0.574], [0.113, -0.550, 0.065], [-0.147, -0.148, 0.189], [0.044, -0.385, -0.071], [0.053, 0.537, 0.210], [0.110, 0.111, -0.245], [0.048, -0.104, 0.062], [0.176, -0.041, -0.158], [-0.158, 0.139, 0.219], [0.121, 0.177, -0.067], [-0.004, 0.131, 0.058], [-0.088, -0.276, 0.300], [-0.002, -0.159, -0.024], [-0.066, 0.244, -0.139], [0.079, 0.065, -0.130], [-0.024, -0.013, -0.234], [-0.089, -0.061, 0.076], [-0.024, 0.137, -0.055], [0.028, -0.056, 0.033], [-0.029, -0.015, 0.014], [-0.063, 0.024, -0.061], [0.088, -0.072, 0.050], [0.007, -0.001, 0.002], [-0.016, 0.021, -0.001], [-0.004, -0.008, -0.001], [0.024, -0.013, -0.014], [0.004, 0.020, 0.015], [0.029, 0.011, 0.004], [-0.160, -0.014, 0.000], [0.097, 0.077, -0.109], [-0.008, -0.031, 0.050], [-0.016, 0.025, 0.025], [-0.007, 0.055, -0.066], [0.107, -0.084, 0.159], [0.014, -0.008, 0.006], [0.000, 0.013, -0.010], [0.019, -0.033, -0.020], [0.005, -0.022, 0.006], [0.026, 0.001, -0.020], [0.084, -0.058, 0.049], [-0.073, 0.060, 0.078], [0.180, 0.092, -0.038], [-0.064, -0.049, 0.013], [-0.008, 0.000, 0.028], [0.037, 0.037, 0.029], [-0.062, -0.090, -0.084], [-0.013, 0.005, -0.022], [0.014, 0.014, -0.002], [-0.008, 0.001, 0.005], [-0.017, -0.001, -0.009], [0.013, 0.006, -0.010], [0.073, 0.062, 0.001], [-0.050, -0.039, -0.084], [-0.120, -0.025, 0.083], [-0.003, 0.001, -0.047], [0.011, 0.001, -0.017], [-0.059, -0.010, -0.008], [0.115, 0.031, 0.041], [0.010, 0.009, 0.011], [-0.009, -0.008, -0.003], [0.001, -0.001, -0.008], [0.015, 0.011, 0.000], [-0.007, -0.009, 0.017], [-0.047, 0.001, -0.011], [-0.068, 0.039, 0.043], [0.122, 0.019, 0.033], [-0.048, -0.017, -0.024], [-0.024, 0.016, 0.019], [0.022, 0.029, 0.040], [-0.032, -0.074, -0.097], [0.003, 0.001, -0.017], [0.013, 0.001, 0.013], [-0.008, 0.002, 0.002], [-0.009, -0.001, -0.016], [0.020, -0.009, 0.004], [-0.006, -0.007, 0.002], [0.047, 0.060, -0.013], [-0.056, 0.011, 0.105], [0.007, -0.033, -0.059], [0.003, 0.017, 0.017], [-0.009, 0.030, 0.032], [-0.006, -0.076, -0.091], [-0.003, -0.022, -0.004], [-0.007, 0.007, 0.013], [0.011, 0.013, -0.002], [0.010, -0.008, -0.009], [-0.020, -0.005, 0.010]], "homo_ev": -9.16, "charge": 0, "smiles": "C[C@@H](Cl)CPS(C)(=O)=O.Fc1ccccc1.Fc1ccccc1.Fc1ccccc1.Fc1ccccc1.Fc1ccccc1.Fc1ccccc1", "lumo_ev": 0.54, "e_tot_ev": -95174.275}

Number 2 is which compound? C40H40ClF6O2PS

Which formula does entry 2 have? C40H40ClF6O2PS